No. 1
The following is a DFT calculation (wB97M-V/def2-TZVPD) of C10H8N3NaO9 as an isolated structure.

Last column: natural (NBO) charge in e.
Cartesian coordinates (Å):
Na  -2.375  -0.584  -0.476  0.93
O  -1.400  -2.917  2.327  -0.74
C  -0.904  -2.369  1.333  0.76
O  -1.381  -2.313  0.168  -0.84
C  0.473  -1.721  1.499  -0.22
C  1.457  -2.423  2.120  -0.16
C  2.765  -1.894  2.220  -0.09
C  3.077  -0.662  1.695  -0.13
C  2.082  0.071  1.067  -0.15
C  0.698  -0.359  0.984  0.52
O  -0.234  0.344  0.574  -0.69
N  2.509  1.330  0.482  0.53
O  3.619  1.772  0.787  -0.47
O  1.803  1.868  -0.357  -0.40
N  3.807  -2.660  2.850  0.53
O  4.939  -2.182  2.927  -0.46
O  3.532  -3.770  3.299  -0.45
H  1.222  -3.390  2.537  0.24
H  4.079  -0.270  1.757  0.26
N  -1.092  1.434  -1.994  -0.86
C  -1.884  2.173  -2.962  -0.20
C  -3.307  2.420  -2.431  -0.51
C  -3.807  1.105  -1.818  0.76
O  -4.042  0.173  -2.613  -0.78
O  -3.797  1.018  -0.567  -0.83
H  -1.065  1.870  -1.077  0.38
H  -0.125  1.312  -2.264  0.37
H  -1.973  1.557  -3.860  0.18
H  -1.426  3.137  -3.256  0.14
H  -3.951  2.714  -3.264  0.19
H  -3.298  3.217  -1.686  0.19

Results
Total charge: -2
E_HOMO (Eh): -0.082
HOMO-LUMO gap (Ha): 0.2397
DFT total energy (hartree): -1389.62767
LUMO energy (eV): 4.28

---

No. 2
The following is a DFT calculation (wB97M-V/def2-TZVPD) of a 10-piece molecular cluster, C20H60O10 overall in a non-equilibrium geometry.

Last column: Mulliken charge in e.
Cartesian coordinates (Å):
C  -0.446  0.913  0.443  0.06
O  -1.724  0.444  0.323  -0.18
H  0.014  0.310  1.267  -0.13
H  -0.346  1.965  0.700  0.51
H  0.052  0.597  -0.447  -0.23
H  -2.107  0.908  -0.441  0.30
C  -1.945  -0.555  3.470  -0.68
O  -0.562  -0.845  3.366  -0.55
H  -2.683  -1.333  3.250  0.24
H  -2.190  0.340  2.872  0.10
H  -2.205  -0.111  4.412  0.54
H  -0.448  -1.320  2.551  0.60
C  -3.475  1.255  -3.283  -0.79
O  -2.472  1.032  -2.346  -0.32
H  -3.615  2.311  -3.371  0.28
H  -4.436  0.791  -2.972  0.23
H  -3.222  0.788  -4.205  0.29
H  -2.318  0.109  -2.332  0.09
C  -0.389  -3.099  0.138  -0.97
O  -0.266  -1.956  0.964  -0.26
H  -1.415  -3.508  0.218  0.34
H  0.316  -3.849  0.463  0.37
H  -0.214  -2.905  -0.875  0.29
H  -0.951  -1.386  0.678  -0.06
C  0.976  2.886  -2.111  -0.23
O  2.084  2.057  -2.207  -0.40
H  0.885  3.197  -1.063  -0.07
H  0.028  2.461  -2.376  0.04
H  1.040  3.751  -2.771  0.41
H  2.871  2.542  -2.281  0.29
C  -6.594  -1.340  0.700  -1.63
C  -5.370  -1.981  0.159  0.63
C  -4.100  -1.601  0.951  -0.98
O  -5.419  -3.235  0.254  -0.48
H  -6.524  -0.286  0.723  0.37
H  -6.721  -1.586  1.741  0.39
H  -7.454  -1.619  0.109  0.46
H  -5.217  -1.589  -0.878  0.03
H  -3.826  -0.601  0.778  0.45
H  -3.153  -2.129  0.695  -0.10
H  -4.315  -1.627  2.011  0.40
H  -6.318  -3.467  -0.121  0.40
C  3.674  0.632  2.985  -1.56
C  4.258  0.767  1.656  0.48
C  3.160  1.234  0.656  0.50
O  5.237  1.564  1.520  -0.57
H  2.767  0.167  2.969  0.25
H  3.417  1.540  3.492  0.40
H  4.284  0.135  3.754  0.40
H  4.546  -0.198  1.348  0.16
H  3.509  1.477  -0.381  0.13
H  2.655  2.159  1.023  -0.07
H  2.317  0.513  0.562  -0.61
H  5.137  2.247  2.209  0.47
C  2.810  -2.170  -0.115  0.10
C  3.867  -2.346  -1.158  0.39
C  4.301  -0.988  -1.671  -0.90
O  4.867  -3.015  -0.815  -0.60
H  3.120  -1.628  0.783  -0.08
H  2.275  -3.089  0.188  0.26
H  2.045  -1.552  -0.493  -0.40
H  3.378  -2.890  -1.970  0.17
H  4.813  -0.433  -0.931  0.27
H  3.503  -0.297  -2.007  0.03
H  4.943  -0.971  -2.559  0.35
H  5.620  -2.476  -0.517  0.43
C  -1.000  -0.751  -4.919  -1.52
C  0.178  -1.370  -4.241  0.56
C  0.294  -0.895  -2.861  0.21
O  0.110  -2.622  -4.212  -0.51
H  -0.940  -0.981  -5.969  0.46
H  -1.008  0.324  -4.716  0.26
H  -1.988  -1.163  -4.804  0.34
H  1.075  -1.156  -4.837  0.35
H  1.225  -1.116  -2.372  -0.68
H  -0.602  -1.020  -2.261  -0.34
H  0.405  0.182  -2.936  0.29
H  0.306  -2.972  -5.105  0.41
C  -0.828  2.997  3.406  -1.20
C  0.644  2.623  3.375  1.83
C  1.459  3.735  2.726  -1.69
O  1.172  2.402  4.492  -0.62
H  -1.380  2.271  4.094  0.17
H  -1.187  2.965  2.415  0.27
H  -0.921  3.971  3.894  0.41
H  0.875  1.788  2.793  -0.62
H  2.500  3.569  2.637  0.34
H  1.414  4.679  3.230  0.46
H  1.062  3.879  1.725  0.29
H  0.807  1.547  4.759  0.48

Results
E_HOMO (Eh): -0.348
HOMO-LUMO gap (Ha): 0.3642
DFT total energy (hartree): -1550.08816
Energy above the lowest of the compared OMol25 structures with the same formula, charge and spin (kJ/mol): 651.4
LUMO energy (eV): 0.44

---

No. 3
The following is a DFT calculation (wB97M-V/def2-TZVPD) of one molecule with the formula C2H6I3NSi in a non-equilibrium geometry.

Last column: natural (NBO) charge in e.
Cartesian coordinates (Å):
C  1.706  -0.168  0.536  -0.60
C  0.739  0.660  -0.312  -0.23
N  -0.357  -0.157  -0.754  -1.09
Si  -1.999  -0.176  0.131  0.92
I  -1.595  -0.310  2.531  -0.11
I  -2.963  1.945  -0.696  -0.14
I  -3.017  -2.170  -0.940  -0.14
H  1.888  -0.991  -0.310  0.19
H  2.615  0.304  0.768  0.20
H  1.254  -0.640  1.520  0.21
H  0.519  1.597  0.247  0.20
H  1.271  0.869  -1.214  0.19
H  -0.061  -0.763  -1.508  0.41

Results
E_HOMO (Eh): -0.327
HOMO-LUMO gap (Ha): 0.2940
DFT total energy (hartree): -1317.23694
Energy above the lowest of the compared OMol25 structures with the same formula, charge and spin (kJ/mol): 27.4
LUMO energy (eV): -0.89

---

No. 4
The following is a DFT calculation (wB97M-V/def2-TZVPD) of Cl2H2NO2P as an isolated structure in a non-equilibrium geometry.

Last column: natural (NBO) charge in e.
Cartesian coordinates (Å):
N  0.223  -0.233  -0.128  -0.53
O  2.285  -0.024  -1.655  -1.05
O  1.294  -0.250  0.748  -0.65
P  2.594  0.053  -0.245  1.93
Cl  3.913  -1.270  0.293  -0.21
Cl  3.200  1.834  0.248  -0.21
H  0.168  -1.155  -0.574  0.34
H  -0.706  -0.166  0.340  0.36

Results
E_HOMO (Eh): -0.366
HOMO-LUMO gap (Ha): 0.3866
DFT total energy (hartree): -1468.20478
Energy above the lowest of the compared OMol25 structures with the same formula, charge and spin (kJ/mol): 31.2
LUMO energy (eV): 0.55

---

No. 5
The following is a DFT calculation (wB97M-V/def2-TZVPD) of one molecule with the formula C5H10N2O2 in a non-equilibrium geometry.

Last column: natural (NBO) charge in e.
Cartesian coordinates (Å):
C  0.400  2.436  0.560  -0.62
C  -0.733  1.548  -0.071  0.03
C  -0.280  0.109  -0.170  0.42
C  0.610  -1.914  0.623  -0.01
C  1.703  -2.579  1.049  -0.48
H  1.291  2.669  -0.195  0.20
H  0.032  3.375  0.553  0.21
H  0.686  2.172  1.567  0.24
H  -1.448  1.472  0.729  0.22
H  -0.211  1.920  -1.951  0.48
H  -1.690  -0.034  -1.714  0.41
H  -1.606  -2.283  -0.294  0.47
H  -0.482  -2.271  0.298  0.14
H  1.992  -3.743  0.937  0.23
H  2.512  -1.770  1.304  0.21
N  -1.296  -0.536  -0.955  -0.39
N  0.622  -0.534  0.409  -0.52
O  -1.153  1.861  -1.483  -0.72
O  -0.949  -1.900  -1.197  -0.52

Results
E_HOMO (Eh): -0.297
HOMO-LUMO gap (Ha): 0.3159
DFT total energy (hartree): -456.25397
Energy above the lowest of the compared OMol25 structures with the same formula, charge and spin (kJ/mol): 788.3
LUMO energy (eV): 0.50

---

No. 6
The following is a DFT calculation (wB97M-V/def2-TZVPD) of a 9-piece molecular cluster, C30H75Cl4N5O11 overall in a non-equilibrium geometry.

Last column: Mulliken spin population.
Cartesian coordinates (Å):
C  34.486  -32.978  -27.647  0.00
C  34.418  -34.304  -28.417  0.00
C  33.008  -34.680  -29.106  0.00
O  32.110  -34.982  -28.036  0.00
C  30.925  -35.541  -28.469  0.00
N  35.500  -34.339  -29.380  0.00
H  34.011  -32.160  -28.189  0.00
H  35.456  -32.683  -27.247  0.00
H  33.821  -33.061  -26.787  0.00
H  34.678  -35.129  -27.754  0.00
H  33.219  -35.557  -29.717  0.00
H  32.654  -33.832  -29.693  0.00
H  31.183  -36.490  -28.940  0.00
H  30.308  -34.966  -29.159  0.00
H  30.316  -35.649  -27.572  0.00
H  36.393  -34.262  -28.914  0.00
H  35.350  -33.531  -29.967  0.00
C  30.360  -31.734  -28.396  0.04
C  29.192  -31.121  -27.594  -0.01
C  27.871  -31.861  -27.761  -0.01
O  27.462  -31.796  -29.182  0.00
C  26.226  -32.495  -29.379  0.00
N  29.496  -30.965  -26.159  0.27
H  30.714  -32.656  -27.934  0.00
H  31.150  -30.998  -28.543  0.00
H  30.032  -32.067  -29.381  0.00
H  28.911  -30.146  -27.991  0.01
H  27.116  -31.394  -27.128  0.00
H  28.044  -32.885  -27.430  0.00
H  26.332  -33.546  -29.111  0.00
H  26.119  -32.391  -30.459  0.00
H  25.431  -32.017  -28.806  0.00
H  29.728  -31.877  -25.793  -0.02
H  30.374  -30.478  -26.049  0.03
C  29.844  -26.602  -23.871  0.05
C  30.088  -27.838  -24.812  -0.03
C  31.586  -28.096  -24.960  0.02
O  31.892  -29.256  -25.795  0.01
C  33.344  -29.527  -25.786  0.00
N  29.314  -28.919  -24.251  0.63
H  30.136  -26.815  -22.842  0.00
H  28.842  -26.187  -23.980  0.00
H  30.464  -25.779  -24.228  0.00
H  29.703  -27.557  -25.792  0.04
H  31.909  -28.245  -23.930  0.00
H  32.142  -27.248  -25.359  0.00
H  33.944  -28.807  -26.343  0.00
H  33.590  -30.456  -26.302  0.00
H  33.794  -29.619  -24.797  0.00
H  28.332  -28.747  -24.412  -0.02
H  29.538  -29.759  -24.765  -0.01
C  32.323  -39.601  -24.824  0.00
C  33.387  -38.789  -25.482  0.00
C  33.781  -39.214  -26.971  0.00
O  34.807  -38.342  -27.424  0.00
C  35.355  -38.714  -28.710  0.00
N  32.995  -37.386  -25.347  0.00
H  32.002  -39.295  -23.829  0.00
H  32.621  -40.639  -24.677  0.00
H  31.454  -39.595  -25.483  0.00
H  34.287  -39.013  -24.910  0.00
H  32.874  -39.068  -27.558  0.00
H  34.088  -40.258  -26.910  0.00
H  35.448  -37.701  -29.100  0.00
H  34.660  -39.224  -29.378  0.00
H  36.311  -39.223  -28.581  0.00
H  33.585  -36.794  -25.914  0.00
H  32.096  -37.248  -25.786  0.00
C  39.802  -31.881  -31.173  0.00
C  38.869  -32.996  -30.600  0.00
C  39.009  -32.989  -29.023  0.00
O  38.186  -33.974  -28.415  0.00
C  38.237  -33.997  -26.974  0.00
N  37.563  -32.705  -31.052  0.00
H  40.831  -32.027  -30.844  0.00
H  39.537  -30.865  -30.879  0.00
H  39.813  -32.000  -32.256  0.00
H  39.158  -33.990  -30.941  0.00
H  38.753  -32.021  -28.593  0.00
H  40.043  -33.170  -28.730  0.00
H  39.278  -34.002  -26.650  0.00
H  37.695  -34.895  -26.676  0.00
H  37.708  -33.085  -26.695  0.00
H  36.922  -33.413  -30.725  0.00
H  37.562  -32.851  -32.051  0.00
C  40.552  -34.578  -22.574  0.00
C  39.888  -35.413  -23.643  0.00
O  39.283  -36.570  -23.005  0.00
C  38.147  -37.212  -23.478  0.00
O  37.677  -38.208  -22.984  0.00
O  37.591  -36.562  -24.510  0.00
C  36.286  -36.897  -25.018  0.00
H  41.248  -35.201  -22.014  0.00
H  39.871  -34.123  -21.855  0.00
H  41.132  -33.751  -22.983  0.00
H  40.677  -35.825  -24.273  0.00
H  39.197  -34.775  -24.192  0.00
H  36.194  -37.955  -25.262  0.00
H  36.111  -36.344  -25.942  0.00
H  35.453  -36.679  -24.350  0.00
C  33.826  -34.445  -32.674  0.00
C  32.451  -34.520  -33.277  0.00
O  31.576  -35.014  -32.272  0.00
C  30.216  -35.042  -32.550  0.00
O  29.731  -34.646  -33.630  0.00
O  29.576  -35.450  -31.571  0.00
C  28.148  -35.250  -31.498  0.00
H  34.485  -34.029  -33.436  0.00
H  34.157  -35.439  -32.376  0.00
H  33.911  -33.689  -31.893  0.00
H  32.517  -35.030  -34.238  0.00
H  32.050  -33.534  -33.513  0.00
H  27.686  -35.628  -32.410  0.00
H  27.783  -34.227  -31.417  0.00
H  27.824  -35.991  -30.767  0.00
C  28.296  -35.160  -24.091  0.00
Cl  29.416  -34.274  -25.172  0.00
Cl  26.964  -34.080  -23.776  0.00
H  28.038  -36.094  -24.590  0.00
H  28.753  -35.405  -23.132  0.00
C  37.396  -37.035  -31.484  0.00
Cl  37.231  -35.785  -32.742  0.00
Cl  36.415  -38.444  -32.003  0.00
H  38.418  -37.401  -31.577  0.00
H  37.131  -36.700  -30.481  0.00

Results
Total charge: +1
E_HOMO (spin up / spin down) (Eh): -0.396 / -0.396
HOMO-LUMO gap (spin up / spin down) (Ha): 0.3117 / 0.1090
DFT total energy (hartree): -4129.75128
2S+1: 2
LUMO energy (spin up / spin down) (eV): -2.30 / -7.82